# 1
{"formula": "C21H56N3O6PS", "method": "wB97M-V/def2-TZVPD", "species": ["C", "C", "S", "C", "P", "H", "H", "H", "H", "H", "H", "H", "H", "H", "H", "H", "C", "O", "C", "C", "N", "C", "C", "O", "C", "H", "H", "H", "H", "H", "H", "H", "H", "H", "H", "H", "H", "H", "H", "H", "C", "O", "C", "C", "N", "C", "C", "O", "C", "H", "H", "H", "H", "H", "H", "H", "H", "H", "H", "H", "H", "H", "H", "H", "C", "O", "C", "C", "N", "C", "C", "O", "C", "H", "H", "H", "H", "H", "H", "H", "H", "H", "H", "H", "H", "H", "H", "H"], "positions_angstrom": [[5.3303, 0.9239, 1.9997], [4.1684, 0.6223, 0.8350], [2.9535, -0.5668, 1.6212], [1.2047, 0.1020, 1.6385], [1.0619, 2.0039, 1.7253], [4.9145, 1.8125, 2.6602], [6.3814, 1.1766, 1.5020], [5.4269, -0.0900, 2.6223], [4.7646, 0.1082, -0.0626], [3.7274, 1.6656, 0.5366], [0.5324, -0.2763, 0.7547], [0.6970, -0.3180, 2.6337], [1.7776, 2.0158, 2.9760], [1.6200, 2.2126, 0.4130], [-0.4035, 1.9117, 1.7882], [0.9513, 3.4625, 1.8609], [4.3105, -4.6708, 8.1470], [4.3960, -5.6983, 7.1721], [3.1404, -6.0024, 6.5444], [3.1048, -5.4789, 5.0989], [3.0351, -4.0157, 5.0585], [3.3172, -3.4377, 3.7382], [4.6884, -3.7363, 3.0927], [5.7978, -3.1222, 3.7515], [6.2490, -3.8055, 4.9115], [5.2371, -4.6787, 8.7271], [4.2138, -3.6929, 7.6805], [3.4759, -4.8443, 8.8370], [2.2874, -5.6403, 7.1294], [3.0719, -7.0962, 6.5120], [2.2302, -5.8952, 4.5859], [4.0022, -5.8524, 4.5957], [3.7013, -3.6312, 5.7197], [3.2308, -2.3507, 3.8537], [2.5245, -3.7431, 3.0461], [4.6673, -3.3003, 2.0875], [4.8664, -4.8053, 2.9472], [6.1530, -4.8915, 4.8222], [5.7099, -3.4400, 5.7868], [7.3046, -3.5672, 5.0647], [-3.7593, 5.2552, -3.6205], [-3.0774, 4.1581, -4.2076], [-2.0279, 4.5474, -5.1077], [-0.6446, 4.2848, -4.4894], [-0.3623, 5.2119, -3.3902], [0.7821, 4.8230, -2.5560], [0.7310, 3.4516, -1.8469], [-0.2382, 3.3633, -0.8005], [-1.5669, 3.1300, -1.2432], [-4.6725, 4.8746, -3.1555], [-3.1569, 5.7237, -2.8453], [-4.0461, 5.9969, -4.3758], [-2.1338, 5.5857, -5.4418], [-2.1319, 3.9087, -5.9928], [0.1237, 4.3987, -5.2626], [-0.6324, 3.2442, -4.1503], [-1.1790, 5.2802, -2.7927], [0.8767, 5.5960, -1.7841], [1.6919, 4.8748, -3.1644], [1.7021, 3.3107, -1.3588], [0.6269, 2.6157, -2.5442], [-1.6071, 2.4905, -2.1298], [-2.0650, 4.0825, -1.4302], [-2.1174, 2.6347, -0.4394], [-4.5991, -2.8987, -4.7487], [-4.6297, -1.5686, -5.2419], [-5.9363, -0.9726, -5.2102], [-6.0319, 0.0890, -4.1018], [-6.0241, -0.5221, -2.7699], [-5.7925, 0.4286, -1.6747], [-4.4819, 1.2459, -1.6876], [-3.3022, 0.4745, -1.4518], [-2.8186, -0.2285, -2.5867], [-3.6405, -3.3412, -5.0322], [-4.6708, -2.9177, -3.6635], [-5.3980, -3.5064, -5.1907], [-6.7307, -1.7226, -5.1250], [-6.0661, -0.4694, -6.1756], [-6.9577, 0.6615, -4.2296], [-5.1888, 0.7742, -4.2343], [-5.2987, -1.2299, -2.7314], [-5.8123, -0.1584, -0.7487], [-6.6417, 1.1194, -1.6259], [-4.5409, 1.9528, -0.8523], [-4.3717, 1.8591, -2.5863], [-2.9790, 0.3202, -3.5193], [-3.2822, -1.2149, -2.6334], [-1.7442, -0.3866, -2.4636]], "atomic_forces_ev_per_a": [[-0.603, -0.592, -0.327], [2.036, 1.097, 0.100], [-0.461, 0.597, -0.358], [-1.279, -1.142, 0.116], [-0.901, 0.581, 0.204], [1.151, -1.972, -1.159], [-2.363, -0.387, 1.111], [-0.039, 2.448, -1.151], [-1.810, 1.108, 1.772], [0.744, -2.300, 0.277], [1.412, 0.552, 1.391], [1.266, 0.791, -2.006], [0.078, -0.249, -0.310], [-0.062, -0.405, 0.605], [0.932, -0.085, -0.066], [-0.045, -0.090, -0.138], [0.232, -0.372, 0.066], [-0.592, 0.161, 0.142], [0.357, -0.235, -0.604], [0.013, 0.311, 0.651], [0.152, -0.273, -0.146], [0.269, 0.124, 0.297], [-0.254, 0.524, -0.103], [-0.200, -0.430, -0.111], [0.114, 0.355, -0.114], [-0.070, -0.064, -0.134], [-0.159, 0.256, 0.059], [0.032, 0.093, -0.104], [0.165, 0.177, -0.034], [0.001, 0.112, -0.004], [0.041, 0.044, 0.033], [-0.006, -0.214, 0.001], [-0.129, -0.109, -0.102], [0.062, -0.175, -0.144], [0.090, -0.062, -0.016], [0.006, 0.037, 0.139], [0.046, -0.104, 0.201], [-0.116, 0.063, 0.039], [0.002, -0.240, 0.172], [-0.071, 0.028, -0.154], [-0.214, -0.334, -0.154], [0.132, 0.507, -0.244], [0.362, -0.633, 0.116], [-0.518, 0.434, 0.123], [0.065, -0.318, -0.025], [-0.329, 0.002, 0.176], [0.111, 0.453, 0.287], [0.231, -0.104, -0.571], [-0.009, 0.097, 0.376], [0.129, -0.048, -0.062], [0.049, 0.282, 0.094], [0.091, -0.016, 0.112], [-0.017, -0.021, 0.247], [0.026, 0.068, 0.093], [-0.047, 0.013, 0.054], [-0.035, -0.132, -0.166], [0.129, -0.027, -0.141], [0.069, -0.168, -0.042], [-0.051, -0.111, -0.010], [-0.074, 0.067, -0.006], [-0.202, -0.011, -0.084], [0.022, 0.109, 0.030], [-0.165, -0.026, -0.214], [0.215, -0.043, -0.060], [0.215, 0.111, -0.376], [-0.574, -0.228, 0.105], [0.307, 0.656, 0.046], [0.078, -0.666, -0.039], [0.141, 0.267, -0.080], [0.278, -0.268, -0.051], [-0.175, -0.174, 0.430], [-0.330, 0.221, -0.302], [0.122, -0.045, 0.317], [-0.083, 0.142, 0.005], [-0.140, -0.180, 0.211], [0.034, 0.056, 0.132], [0.173, -0.034, 0.168], [0.005, -0.042, 0.112], [0.046, -0.049, 0.023], [-0.021, 0.098, -0.193], [-0.143, 0.124, -0.049], [0.034, 0.167, -0.057], [0.083, 0.046, -0.077], [0.033, -0.106, -0.005], [0.062, -0.113, -0.194], [-0.116, -0.054, 0.033], [0.014, -0.041, -0.288], [-0.056, 0.113, 0.107]], "smiles": "CCSC[PH4].COCCNCCOC.COCCNCCOC.COCCNCCOC", "homo_lumo_gap_ev": 8.60, "charge": 0}



# 2
{"formula": "C21H56NO21P6", "method": "wB97M-V/def2-TZVPD", "species": ["C", "C", "C", "C", "C", "N", "P", "C", "O", "H", "H", "H", "H", "H", "H", "H", "H", "H", "H", "H", "C", "O", "P", "O", "O", "C", "O", "C", "H", "H", "H", "H", "H", "H", "H", "H", "H", "C", "O", "P", "O", "O", "C", "O", "C", "H", "H", "H", "H", "H", "H", "H", "H", "H", "C", "O", "P", "O", "O", "C", "O", "C", "H", "H", "H", "H", "H", "H", "H", "H", "H", "C", "O", "P", "O", "O", "C", "O", "C", "H", "H", "H", "H", "H", "H", "H", "H", "H", "C", "O", "P", "O", "O", "C", "O", "C", "H", "H", "H", "H", "H", "H", "H", "H", "H"], "positions_angstrom": [[1.4606, -3.8783, 2.0414], [1.1319, -2.5089, 1.8115], [0.6100, -0.9426, 1.5627], [-0.6145, -1.0125, 0.4449], [-1.4190, 0.4022, 0.2449], [-2.7721, 0.0784, -0.3492], [-4.0912, 0.2156, 0.8420], [-5.0513, -1.4726, 0.6889], [-3.5240, 0.2267, 2.4883], [1.4615, -5.0713, 2.0119], [0.1636, -0.4476, 2.5244], [1.5675, -0.3734, 1.1430], [-0.0708, -1.2337, -0.5946], [-1.3298, -1.9532, 0.6128], [-1.4406, 1.1019, 1.1825], [-0.8253, 1.0034, -0.5983], [-4.8544, -1.9608, -0.3673], [-4.5639, -2.1802, 1.5103], [-6.2055, -1.3534, 0.9172], [-4.3398, 0.5250, 3.0269], [1.4249, -5.3166, -2.4804], [2.1717, -4.1470, -2.2024], [3.8007, -4.4921, -1.7331], [3.7673, -3.3066, -0.7657], [4.3522, -3.9615, -3.2005], [3.5858, -3.1827, -4.0939], [5.4296, -4.8371, -1.2638], [6.3335, -5.3213, -2.2362], [0.4267, -5.0270, -2.8167], [1.9148, -5.8923, -3.2708], [1.3395, -5.9254, -1.5771], [3.0875, -2.3523, -3.5834], [2.8625, -3.8199, -4.6027], [4.2542, -2.7688, -4.8551], [6.7424, -4.4897, -2.8160], [5.8498, -6.0471, -2.8978], [7.1636, -5.8144, -1.7233], [2.6788, 6.1167, 0.3996], [2.2264, 5.1717, -0.5518], [0.8260, 4.3070, -0.0187], [1.3378, 3.0515, -0.7287], [-0.1217, 5.1612, -1.0728], [0.3854, 5.9124, -2.1548], [-0.5743, 3.4423, 0.5144], [-1.8096, 4.1239, 0.5945], [3.5301, 6.6591, -0.0181], [1.8795, 6.8277, 0.6275], [2.9898, 5.6037, 1.3127], [1.1290, 5.3483, -2.7270], [0.8044, 6.8474, -1.7830], [-0.4448, 6.1646, -2.8217], [-2.2831, 4.1601, -0.3900], [-1.6771, 5.1352, 0.9922], [-2.4698, 3.5679, 1.2655], [-5.8312, -1.1065, 7.5142], [-6.5380, -0.4143, 6.5023], [-6.9058, -1.4167, 5.1410], [-6.7067, -0.2175, 4.2111], [-8.4963, -1.4757, 5.5946], [-9.0830, -0.5884, 6.5223], [-7.2734, -2.4190, 3.7798], [-8.2442, -3.4361, 3.9218], [-5.6756, -0.4334, 8.3604], [-6.4109, -1.9718, 7.8481], [-4.8622, -1.4353, 7.1309], [-8.8141, 0.4522, 6.3141], [-8.7903, -0.8737, 7.5327], [-10.1710, -0.6842, 6.4541], [-9.2471, -3.0170, 3.8055], [-8.1502, -3.9389, 4.8897], [-8.0932, -4.1731, 3.1285], [-4.8960, 9.3929, 1.1723], [-3.9399, 8.4340, 1.5836], [-2.3713, 9.1205, 1.8314], [-1.7311, 7.8334, 1.3064], [-2.5556, 8.9888, 3.4707], [-3.5354, 8.1833, 4.0898], [-0.8028, 9.8070, 2.0790], [-0.5960, 10.6576, 3.1884], [-5.8695, 8.9055, 1.0826], [-4.9644, 10.1930, 1.9148], [-4.6100, 9.8098, 0.2036], [-3.5750, 7.1820, 3.6490], [-4.5049, 8.6775, 4.0264], [-3.2841, 8.0841, 5.1502], [-0.4100, 10.0641, 4.0873], [-1.4519, 11.3231, 3.3402], [0.2915, 11.2670, 2.9977], [6.4977, -8.8913, -6.9785], [6.6799, -7.7574, -6.1515], [8.3359, -7.5083, -5.7171], [7.8933, -7.0020, -4.3423], [8.4291, -6.2190, -6.7504], [7.3033, -5.5629, -7.2930], [9.9918, -7.2592, -5.2826], [10.9009, -6.8251, -6.2736], [5.4432, -8.9616, -7.2548], [7.0988, -8.7905, -7.8867], [6.7909, -9.7949, -6.4386], [6.5514, -5.3472, -6.5270], [6.8820, -6.1682, -8.0956], [7.6314, -4.6154, -7.7313], [10.8343, -5.7408, -6.3952], [10.7149, -7.3288, -7.2276], [11.9151, -7.0652, -5.9431]], "atomic_forces_ev_per_a": [[-3.062, 8.973, -2.051], [1.358, -8.907, 1.665], [0.302, -1.411, -0.505], [1.124, -0.678, -0.981], [0.432, 0.384, -1.365], [-1.138, 0.352, 4.044], [1.843, -0.732, -1.402], [0.033, -1.349, 0.330], [-2.072, 0.290, -0.682], [0.133, 3.552, 0.082], [1.222, -1.199, -1.603], [-2.318, -1.064, 0.996], [-1.256, 0.390, 2.211], [1.479, 2.349, 0.034], [0.100, -1.583, -1.396], [-1.097, -1.188, 1.933], [-0.451, 1.164, 2.082], [-1.078, 1.412, -1.644], [2.479, -0.148, -0.454], [1.653, -0.731, -1.063], [-0.505, -0.094, -0.240], [0.485, -3.156, 0.512], [2.217, 9.890, 0.956], [-0.426, -1.905, 0.060], [0.447, -1.416, 0.143], [-0.337, 0.135, -0.285], [-2.366, -2.287, -0.925], [0.846, -0.588, -0.202], [0.111, -0.008, 0.072], [-0.143, -0.243, -0.125], [-0.217, -0.125, -0.095], [0.003, -0.234, -0.030], [-0.199, 0.213, -0.029], [0.177, -0.187, 0.231], [-0.210, -0.100, -0.065], [0.412, 0.193, -0.023], [-0.198, -0.055, -0.020], [0.249, 0.504, 0.008], [-0.514, 0.538, 3.051], [-0.902, -4.940, -8.536], [0.344, 0.631, 1.737], [-0.365, 0.146, 1.247], [0.144, 0.309, -0.132], [1.650, 2.486, 1.703], [-0.986, 0.133, 0.483], [-0.061, -0.072, 0.032], [0.093, 0.220, 0.177], [0.149, 0.205, 0.094], [-0.032, 0.084, 0.192], [0.168, 0.021, -0.196], [-0.106, -0.183, 0.284], [0.188, 0.117, 0.051], [-0.257, -0.071, -0.213], [0.178, -0.044, 0.034], [-0.009, 0.200, 0.316], [1.420, -2.230, 0.622], [-3.583, 6.333, -4.026], [1.136, -0.955, 0.377], [0.048, -1.110, 0.078], [-0.043, 0.091, 0.210], [0.926, -1.284, 2.005], [-0.038, -0.526, -0.341], [-0.004, -0.044, -0.066], [0.125, -0.172, 0.253], [0.095, -0.076, 0.237], [0.079, -0.200, 0.091], [0.004, 0.280, 0.126], [0.123, -0.185, -0.207], [0.052, -0.009, 0.211], [-0.248, -0.024, -0.154], [0.135, 0.022, 0.061], [-0.488, -0.059, 0.008], [-0.067, 2.737, -1.061], [3.319, -8.130, 2.522], [-0.418, 1.371, -0.824], [0.297, 1.340, -0.208], [-0.390, -0.178, 0.171], [-2.186, 1.773, -0.550], [0.458, 0.536, 0.180], [0.112, 0.031, 0.003], [-0.227, 0.209, -0.047], [-0.241, 0.107, -0.043], [-0.055, 0.234, -0.028], [-0.148, -0.255, -0.012], [0.221, 0.179, -0.172], [-0.224, 0.046, -0.042], [0.221, -0.063, 0.221], [-0.094, 0.005, -0.129], [-0.409, -0.187, -0.332], [1.682, -2.444, -0.780], [-2.212, 8.046, 4.910], [0.408, -1.702, -0.628], [1.060, -1.002, -0.342], [-0.416, 0.149, -0.290], [-0.885, -2.260, -2.011], [0.831, 0.014, -0.196], [0.113, 0.015, 0.046], [-0.058, -0.213, -0.210], [-0.133, -0.156, -0.177], [0.109, -0.165, -0.117], [-0.264, 0.097, 0.051], [0.252, -0.187, 0.151], [-0.161, -0.135, -0.115], [0.172, 0.279, 0.055], [-0.121, -0.133, 0.023]], "homo_lumo_gap_ev": 0.87, "charge": -1}